Record 1
7
Properties=species:S:1:pos:R:3:forces:R:3:lowdin_charge:R:1 method="wB97M-V/def2-TZVPD" charge=0 orbital_gap_ev=7.60 spin_multiplicity=1 fmax_ev_per_a=6.97
C 0.355713 0.209145 -1.663566 -2.968 -1.604 2.270 -0.59
C -0.327315 1.014735 0.303597 0.826 -6.127 -3.226 -0.64
S -0.304847 -1.110052 -2.352486 1.051 2.173 0.954 0.60
Br 1.224668 1.355345 1.153408 1.483 0.244 1.151 0.68
H 1.255492 0.728175 -1.834545 1.141 0.586 -0.545 -0.04
H -0.779216 1.829000 -0.054541 -2.155 2.876 -0.933 -0.06
H -0.863466 0.025033 0.465350 0.622 1.851 0.330 0.05



Record 2
8
Properties=species:S:1:pos:R:3:forces:R:3:lowdin_charge:R:1 method="wB97M-V/def2-TZVPD" charge=-1 orbital_gap_ev=6.80 spin_multiplicity=1 fmax_ev_per_a=4.91
O 1.558268 -2.051876 -0.519922 0.199 -3.335 -0.128 -0.73
Cd 1.468312 -0.118820 -0.620389 -2.213 4.381 0.121 1.16
O 2.740509 -1.344903 0.110073 2.436 -1.715 0.804 -0.75
C -1.343011 0.370865 0.427821 0.781 0.630 0.550 -0.24
C -0.270343 0.960648 -0.155868 -1.514 0.440 -0.856 -0.40
H -2.374965 0.734744 0.307388 0.375 0.130 0.136 0.01
H -1.221175 -0.394669 1.206028 -0.053 -0.202 -0.706 0.01
H -0.557595 1.844012 -0.755133 -0.012 -0.328 0.079 -0.05



Record 3
8
Properties=species:S:1:pos:R:3:forces:R:3:lowdin_charge:R:1 method="wB97M-V/def2-TZVPD" charge=+3 orbital_gap_ev="4.53 / 10.36" s_squared=2.005 spin_multiplicity=3 fmax_ev_per_a=5.54
O -2.546857 0.458707 0.265429 2.790 2.261 0.110 0.43
C -1.389096 0.597369 0.301419 -3.633 -4.189 0.030 -0.04
Ce 1.913800 0.331658 -0.278834 0.764 0.376 -0.113 2.23
O -0.400392 -0.267808 0.309969 0.342 0.982 0.182 -0.25
C -0.662868 -1.853812 -0.033245 -1.612 -0.768 0.551 0.21
H -1.232471 -1.819235 -0.968589 1.299 -0.125 -0.571 0.15
H 0.206779 -2.385502 0.367607 0.718 0.439 -1.159 0.13
H -1.381880 -2.370509 0.603240 -0.668 1.024 0.969 0.14



Record 4
8
Properties=species:S:1:pos:R:3:forces:R:3:lowdin_charge:R:1 method="wB97M-V/def2-TZVPD" charge=0 smiles=F[C@@H](Cl)CCl orbital_gap_ev=12.20 spin_multiplicity=1 fmax_ev_per_a=0.39
F 0.441330 1.671048 0.191504 -0.120 -0.055 0.133 -0.05
C 0.504173 0.415322 -0.339201 0.180 0.124 -0.063 -0.81
Cl 2.161055 -0.205740 -0.044979 -0.365 -0.027 -0.122 0.63
C -0.511571 -0.491676 0.315319 0.075 -0.155 -0.029 -0.60
Cl -2.157682 0.058371 -0.105001 0.146 -0.106 0.033 0.57
H 0.343162 0.520534 -1.408981 0.160 -0.196 -0.072 0.10
H -0.390003 -0.433276 1.389170 -0.056 0.030 0.194 0.08
H -0.390461 -1.534582 0.002167 -0.020 0.385 -0.074 0.08



Record 5
8
Properties=species:S:1:pos:R:3:forces:R:3:lowdin_charge:R:1 method="wB97M-V/def2-TZVPD" charge=0 orbital_gap_ev=11.01 spin_multiplicity=1 fmax_ev_per_a=7.42
C 0.368311 -0.678693 0.202335 2.832 -6.251 2.817 -0.23
C -0.306706 0.497350 -0.077036 -3.194 4.637 -3.029 -1.27
H -0.743279 -1.704961 0.582637 3.662 3.005 -1.494 0.23
H 1.124221 -0.990388 -0.966775 -2.273 0.615 4.534 0.18
H 1.033925 -0.473412 1.507495 -1.820 -0.962 -4.486 0.19
F -1.690441 0.404159 0.155985 1.984 0.714 0.343 -0.10
Cl 0.432292 2.062981 0.538084 -0.825 -1.200 0.485 0.54
Cl -0.218323 0.882964 -1.942725 -0.366 -0.559 0.829 0.47



Record 6
9
Properties=species:S:1:pos:R:3:forces:R:3:lowdin_charge:R:1 method="wB97M-V/def2-TZVPD" charge=+1 smiles=[NH3+]C#CN(Cl)Cl orbital_gap_ev="8.56 / 8.56" spin_multiplicity=1 fmax_ev_per_a=4.44
N 1.777002 -0.013754 -0.013542 1.041 -0.146 0.945 0.13
C 0.409013 -0.100622 -0.433419 -2.983 0.746 1.191 -0.02
C -0.726058 0.059093 0.194786 2.842 -1.192 -3.192 -0.21
N -2.007134 -0.007839 0.075187 -0.887 0.602 0.699 -0.95
Cl -2.890088 -1.478250 0.007138 0.433 0.608 0.151 0.73
Cl -2.920375 1.461265 -0.021473 0.323 -0.768 0.043 0.71
H 2.167874 0.921741 -0.316651 -0.607 -0.730 0.973 0.20
H 2.444021 -0.662463 -0.545418 -1.388 0.412 1.121 0.21
H 1.745743 -0.179174 1.053393 1.226 0.468 -1.928 0.21



Record 7
12
Properties=species:S:1:pos:R:3:forces:R:3:lowdin_charge:R:1 method="wB97M-V/def2-TZVPD" charge=+2 orbital_gap_ev=9.75 spin_multiplicity=1 fmax_ev_per_a=3.76
C 0.669557 -0.843416 -1.073381 -0.413 -0.105 1.353 -0.74
C 0.492835 1.248486 0.129482 1.396 2.738 1.263 -0.65
N -0.012192 -1.466468 -0.177926 -0.615 -1.209 1.084 -0.18
N 0.876170 0.522445 -0.926951 -0.253 -2.051 -0.858 0.11
N -0.028772 0.757970 1.218226 -1.422 -2.970 -0.679 0.04
O -2.193468 -0.823783 0.786186 0.645 1.087 0.263 -0.19
S -0.732799 -1.115865 1.196525 1.909 1.944 -2.587 1.30
Cl 1.402073 -1.654895 -2.355101 -0.452 0.647 0.518 0.98
Cl 0.958336 2.950918 0.149182 -0.598 -2.097 -0.206 0.89
H 1.499912 0.780415 -1.664294 0.406 1.806 -0.330 0.15
H -0.144552 1.207123 2.110534 -0.010 0.961 0.118 0.14
H -2.787100 -1.562929 0.607517 -0.591 -0.751 0.062 0.14



Record 8
10
Properties=species:S:1:pos:R:3:forces:R:3:lowdin_charge:R:1 method="wB97M-V/def2-TZVPD" charge=0 orbital_gap_ev=9.47 spin_multiplicity=1 fmax_ev_per_a=4.76
C 0.467678 0.234686 0.322248 0.253 -0.414 2.684 -0.67
C 0.132510 -0.627736 1.524718 -1.393 -3.829 2.468 -0.02
N -0.014835 0.782286 -2.108190 -0.036 -0.509 2.967 -0.85
O 1.302329 1.070081 0.370671 1.315 1.210 -0.501 0.12
O -0.351297 -0.044195 -0.635712 -1.003 0.158 -3.949 -0.12
Cl -0.303053 -0.432805 -3.216180 -0.185 -0.611 -0.511 0.63
Cl -1.288344 1.916326 -2.108239 -0.139 0.196 -0.112 0.61
H 0.112542 -0.173026 2.537996 0.144 0.790 -1.081 0.08
H 0.833235 -1.525364 1.801333 -0.660 1.705 -1.395 0.11
H -0.890764 -1.200253 1.511353 1.704 1.304 -0.571 0.11



Record 9
10
Properties=species:S:1:pos:R:3:forces:R:3:lowdin_charge:R:1 method="wB97M-V/def2-TZVPD" charge=0 orbital_gap_ev="8.15 / 8.66" spin_multiplicity=1 fmax_ev_per_a=2.40
C 2.035557 -0.965405 0.232175 -1.420 -0.277 -1.243 -1.00
C -0.333298 -0.734100 0.794888 0.905 0.324 -0.524 -1.13
N 0.996010 -0.219765 0.744004 -2.009 1.267 -0.360 -0.14
O 1.915743 -1.971479 -0.408414 0.584 0.093 0.928 -0.02
S -1.722430 0.416279 0.754235 1.270 -0.082 0.061 0.71
Cl 3.490628 -0.140763 0.514829 1.490 0.407 0.073 0.76
Cl -0.328559 -1.997264 1.953603 -0.774 -0.657 0.235 0.64
H 0.067478 -1.747797 -1.320440 -0.440 0.272 0.573 0.19
H 0.980850 0.787890 0.546154 0.773 -0.642 0.292 0.11
H -1.003127 1.569955 0.986677 -0.379 -0.705 -0.035 -0.12



Record 10
10
Properties=species:S:1:pos:R:3:forces:R:3:lowdin_charge:R:1 method="wB97M-V/def2-TZVPD" charge=-1 orbital_gap_ev="7.19 / 7.03" spin_multiplicity=1 fmax_ev_per_a=5.07
C -0.688133 0.043236 -1.734748 3.402 -3.035 2.211 -0.49
C 0.394611 0.619389 0.574532 1.163 -1.792 -0.470 -0.77
O -1.033255 -1.452210 1.448553 0.159 -0.405 0.178 -0.59
O 1.275584 -0.924847 2.378692 -1.109 -0.100 -0.047 -0.60
S -0.139217 -0.472978 2.107263 1.012 0.615 -0.967 0.57
Cl 0.697186 -0.366263 -2.670905 0.359 0.301 -0.584 0.47
Cl 0.182161 2.313966 0.806526 0.251 0.443 -0.079 0.44
H -0.968536 -0.836849 -1.220882 -1.080 -0.252 0.523 -0.03
H -1.201524 0.846699 -2.011415 -2.131 3.023 -0.955 -0.05
H 1.481124 0.229858 0.322384 -2.027 1.200 0.190 0.05